177
Properties=species:S:1:pos:R:3 method="wB97M-V/def2-TZVPD" orbital_gap_ev=3.818 total_energy_ha=-3560.39791 charge=+8 largest_force_ha_per_bohr=0.186
C -3.89690 1.36843 -9.03560
N -4.06276 0.64956 -7.80454
C -4.73352 1.18566 -6.77641
C -4.83866 0.51871 -5.61590
C -4.08545 -0.67753 -5.45237
C -3.39055 -1.27876 -6.52650
C -3.39052 -0.59108 -7.71294
C -4.06180 -1.30220 -4.15842
C -2.88832 -1.77656 -3.56247
C -3.00294 -2.36138 -2.30716
N -4.17849 -2.38189 -1.65085
C -5.32247 -1.91783 -2.24292
C -5.29756 -1.40487 -3.48972
C -4.17191 -2.63853 -0.22166
H -4.67467 0.96395 -9.68334
H -2.87324 1.16031 -9.34691
H -4.04096 2.44001 -8.89749
H -5.22643 2.11740 -7.01161
H -5.39475 0.98920 -4.81853
H -2.79776 -2.15196 -6.29735
H -2.90095 -0.96827 -8.59864
H -1.92568 -1.73292 -4.05010
H -2.11826 -2.70795 -1.79373
H -6.23313 -2.07526 -1.68407
H -6.22980 -1.12647 -3.95856
H -3.64149 -3.59004 -0.25885
H -5.20768 -2.67778 0.11556
H -3.59923 -1.83898 0.24830
C 6.08169 -1.42803 -7.62939
N 5.31517 -1.88974 -6.37822
C 4.71290 -0.95049 -5.62950
C 3.96175 -1.36060 -4.51997
C 3.70638 -2.72576 -4.32833
C 4.31147 -3.62493 -5.15203
C 5.10639 -3.18095 -6.22579
C 2.79731 -3.22032 -3.23937
C 2.77727 -2.58065 -2.04943
C 1.92278 -2.95148 -1.02920
N 1.12162 -4.06491 -1.24806
C 1.11845 -4.75011 -2.39509
C 1.92603 -4.26685 -3.40545
C 0.20545 -4.55571 -0.23595
H 5.87576 -2.07390 -8.48293
H 7.10116 -1.23623 -7.29475
H 5.67314 -0.45977 -7.91859
H 4.81370 0.11174 -5.79662
H 3.54868 -0.60398 -3.86935
H 4.12410 -4.68362 -5.04971
H 5.54749 -3.85977 -6.94065
H 3.36500 -1.68482 -1.91353
H 1.75669 -2.43867 -0.09334
H 0.37288 -5.52817 -2.46682
H 1.81423 -4.88859 -4.28142
H -0.84002 -4.35145 -0.46695
H 0.33413 -4.03750 0.71431
H 0.39250 -5.61837 -0.08138
C -6.40753 3.20907 4.83768
N -5.69742 1.97201 4.33863
C -6.25654 1.34734 3.24328
C -5.66685 0.18935 2.73035
C -4.48459 -0.32982 3.31408
C -3.92629 0.31007 4.44443
C -4.60744 1.48018 4.94142
C -3.96994 -1.66032 2.93438
C -2.61735 -1.88001 2.72662
C -2.14366 -3.22676 2.60733
N -3.00720 -4.28356 2.63420
C -4.37058 -4.06568 2.81782
C -4.81158 -2.76595 2.97750
C -2.53312 -5.64905 2.48651
H -7.40847 2.84219 5.06489
H -6.29769 3.98617 4.08127
H -5.87831 3.54421 5.72971
H -7.18375 1.74459 2.85741
H -6.16932 -0.21214 1.86275
H -2.97839 0.06010 4.89764
H -4.34131 2.01945 5.83851
H -1.89159 -1.08897 2.60869
H -1.12660 -3.49983 2.36770
H -5.08079 -4.87388 2.72397
H -5.87993 -2.62671 3.05261
H -3.35903 -6.35866 2.43736
H -1.87675 -5.86255 3.33014
H -1.98192 -5.71717 1.54863
C -1.15117 4.48859 -2.61713
C -1.02654 3.43339 -1.50823
C -0.99472 4.13425 -0.13310
C -2.38557 4.69202 0.27222
C -3.28394 3.50997 0.51158
C -3.48225 2.67773 -0.82847
N -2.17572 2.43931 -1.50526
O -2.30630 1.71814 -2.74189
C -4.39348 3.42889 -1.81542
C -4.16972 1.33007 -0.37761
C 0.29503 2.64142 -1.75047
H -2.17591 4.86003 -2.61044
H -0.86456 4.10385 -3.59587
H -0.42742 5.27921 -2.41913
H -0.21556 4.89509 -0.08700
H -0.52576 3.41784 0.54137
H -2.72222 5.33219 -0.54322
H -2.28609 5.18759 1.23795
H -4.21758 3.75369 1.01855
H -2.67793 2.85845 1.14117
H -3.95913 4.25130 -2.38382
H -5.24006 3.90519 -1.32089
H -4.77880 2.71981 -2.54811
H -5.09706 1.50275 0.16858
H -3.60915 0.87336 0.43804
H -4.29898 0.51859 -1.09378
H 0.24859 1.70590 -1.19303
H 1.20183 3.15331 -1.42826
H 0.46244 2.55685 -2.82421
C 5.38680 1.93628 -0.53667
C 5.41584 0.52152 0.15877
C 6.04933 -0.58805 -0.89451
C 6.52237 -1.83161 -0.22934
C 7.62278 -1.45084 0.77046
C 7.16797 -0.47753 1.88976
N 6.36766 0.67582 1.29788
O 6.10568 1.69596 2.29630
C 8.50241 0.08226 2.55258
C 6.29223 -1.25122 2.87122
C 4.00949 0.01180 0.65476
H 4.85805 2.66728 0.07501
H 4.86803 1.89985 -1.49461
H 6.38868 2.31624 -0.73666
H 6.76757 -0.11531 -1.56440
H 5.30496 -0.87630 -1.63676
H 6.88967 -2.46646 -1.03566
H 5.66287 -2.32874 0.22036
H 8.47837 -1.10878 0.18817
H 7.94284 -2.34319 1.30842
H 9.08381 -0.73216 2.98479
H 8.54628 0.98920 3.15558
H 9.13163 0.42160 1.72976
H 5.42954 -1.77490 2.45938
H 5.76200 -0.72249 3.66331
H 6.96261 -1.87560 3.46183
H 3.79269 0.63218 1.52435
H 4.02250 -0.98217 1.10195
H 3.27209 0.00719 -0.14794
C 1.41443 2.51643 2.23839
C 1.58328 2.63290 3.73936
N 1.05302 1.41823 4.51498
C -0.50144 1.38229 4.57704
C 1.47449 0.09675 3.75607
C 1.33704 -1.30715 4.52514
C 1.61594 1.36924 5.97239
C 1.20639 2.42705 6.89717
O 1.39686 3.75675 6.41465
C 0.92657 4.64531 7.37360
H 0.42457 2.16367 1.94885
H 2.17329 1.83924 1.84640
H 1.46055 3.51477 1.80333
H 0.97882 3.48763 4.04297
H 2.63284 2.74139 4.01277
H -0.82449 1.09423 3.57667
H -0.71380 2.39472 4.92055
H -0.80639 0.62523 5.29951
H 2.52160 0.35104 3.59171
H 0.89932 0.17626 2.83359
H 0.30534 -1.63100 4.66238
H 1.85059 -1.49428 5.46819
H 1.84507 -2.07047 3.93580
H 2.70111 1.43069 5.89041
H 1.48475 0.40356 6.46060
H 1.65787 2.31299 7.88269
H 0.16148 2.17012 7.07115
H 1.32931 5.63642 7.16476
H 1.42070 4.46560 8.32840
H -0.11825 4.65162 7.68405
B -0.39165 -0.65010 0.02122
F -0.55277 -1.82483 0.62617
F -0.87120 -0.77917 -1.34124
F -1.15730 0.24620 0.75232
F 0.92871 -0.38693 -0.01954


191
Properties=species:S:1:pos:R:3 method="wB97M-V/def2-TZVPD" orbital_gap_ev=3.041 total_energy_ha=-4850.36977 charge=+1 relative_energy_kj_mol=388.01 largest_force_ha_per_bohr=0.101
Tl 2.72776 0.50799 -4.29604
C -0.11536 0.60686 0.22283
C 1.10496 -0.20287 -0.35081
C 0.72453 -1.68015 -0.36998
O 1.60270 0.27832 -1.55897
H 0.02562 0.54243 1.30176
H -1.09055 0.16757 0.01276
H -0.14342 1.64438 -0.11010
H 1.85907 -0.03688 0.41853
H 0.42531 -1.89368 0.65617
H 1.59967 -2.27585 -0.62955
H -0.05836 -1.81160 -1.11692
C 4.42552 5.02826 -2.03082
C 3.77738 4.70659 -3.40114
C 4.39810 5.44635 -4.64692
O 3.76810 3.32585 -3.61995
H 4.22418 6.08156 -1.83557
H 5.50616 4.88728 -2.05196
H 3.84288 4.48184 -1.28917
H 2.73068 4.91560 -3.18015
H 4.43335 6.53515 -4.60977
H 3.86318 5.08651 -5.52583
H 5.40371 5.03394 -4.72930
O 0.86209 -3.21193 3.67972
C 1.99414 -2.93053 4.02002
O 2.27622 -1.80035 4.61755
C 3.68608 -1.57516 4.70759
C 4.24806 -2.55368 3.65112
C 3.25049 -3.68653 3.61527
H 4.01484 -1.80685 5.72066
H 3.88431 -0.55355 4.38334
H 5.18627 -2.89467 4.08882
H 4.46334 -2.09815 2.68455
H 3.47447 -4.50895 4.29465
H 3.02173 -4.08163 2.62548
O -3.37383 -5.90969 -1.98685
C -3.28595 -5.23118 -0.96558
O -4.24512 -4.24299 -0.63130
C -3.82597 -3.50293 0.52168
C -2.32804 -3.74096 0.61334
C -2.16089 -5.10851 0.04130
H -4.37333 -3.77295 1.42478
H -4.00849 -2.43129 0.44173
H -1.93623 -3.62455 1.62380
H -1.78292 -3.06699 -0.04750
H -2.23606 -5.87041 0.81715
H -1.29523 -5.44313 -0.53032
O -4.07952 1.21743 -7.29981
C -3.89532 0.69980 -6.23679
O -3.33705 1.26523 -5.23541
C -2.88576 0.30830 -4.29246
C -3.97108 -0.69008 -4.41725
C -4.25232 -0.62571 -5.93551
H -2.87882 0.63637 -3.25303
H -1.96008 -0.15047 -4.63997
H -4.78954 -0.62559 -3.70027
H -3.55061 -1.66639 -4.17620
H -5.29177 -0.86551 -6.15938
H -3.47767 -1.29369 -6.31210
O 0.52687 2.82636 4.41611
C 1.39171 2.54758 3.64377
O 1.81686 3.35728 2.60239
C 2.67542 2.60595 1.85279
C 3.28289 1.44108 2.67011
C 2.01014 1.17116 3.44748
H 3.57963 3.15576 1.59161
H 2.30980 2.15822 0.92870
H 4.12060 1.73193 3.30394
H 3.48692 0.52275 2.11954
H 2.20914 0.70639 4.41314
H 1.40387 0.52326 2.81443
O 3.40137 1.13005 8.89358
C 2.36147 0.94618 8.21642
O 2.36913 0.00847 7.21271
C 1.10802 -0.23715 6.69890
C 0.19664 0.46493 7.73633
C 0.94841 1.60175 8.32598
H 0.97291 -1.31380 6.80216
H 0.84551 0.07818 5.68907
H -0.07994 -0.31598 8.44469
H -0.73781 0.76137 7.25985
H 0.83700 1.91583 9.36379
H 0.89711 2.55599 7.80167
O -1.33159 8.29008 0.43756
C -0.79858 7.42958 1.05512
O 0.54435 7.37948 1.25758
C 0.95118 6.24599 2.01196
C -0.36796 5.77477 2.60507
C -1.47100 6.09973 1.58533
H 1.66955 6.54640 2.77472
H 1.31175 5.44136 1.37112
H -0.61642 6.12922 3.60543
H -0.34841 4.70881 2.83192
H -2.49549 6.39059 1.81756
H -1.45843 5.37218 0.77378
O 0.22863 -1.50879 -4.53625
C -0.46807 -2.55511 -4.68536
O -1.02740 -2.81258 -5.92658
C -1.98230 -3.83510 -5.86041
C -1.68670 -4.65015 -4.58099
C -0.73395 -3.66994 -3.77044
H -1.89659 -4.26332 -6.85909
H -3.00496 -3.47324 -5.96687
H -1.03402 -5.51505 -4.69952
H -2.54060 -5.13823 -4.11116
H 0.16830 -4.25741 -3.60040
H -0.96920 -3.43776 -2.73177
O 4.68836 -0.03609 -2.04787
C 5.38639 0.34588 -1.12065
O 6.46063 -0.24418 -0.59947
C 7.03815 0.45727 0.50343
C 6.56511 1.86815 0.25519
C 5.17242 1.75750 -0.49998
H 8.12527 0.53121 0.47543
H 6.83272 0.20553 1.54388
H 7.19827 2.44734 -0.41693
H 6.49131 2.47397 1.15832
H 5.15896 2.35126 -1.41396
H 4.30912 1.81157 0.16327
O 0.15042 2.13103 -4.74278
C -0.38661 2.87545 -3.90762
O -1.30888 2.43542 -3.07720
C -1.75527 3.50449 -2.28175
C -1.18887 4.72668 -2.95781
C 0.05203 4.26346 -3.60024
H -1.61655 3.35786 -1.21060
H -2.82364 3.60857 -2.47110
H -0.84702 5.45748 -2.22489
H -1.85407 5.15818 -3.70574
H 0.90004 4.08091 -2.94021
H 0.29774 4.80651 -4.51282
O 3.45110 -2.22007 -3.26055
C 3.53050 -3.17431 -2.54632
O 2.55958 -4.07178 -2.55926
C 2.85082 -4.98532 -1.52201
C 3.80153 -4.36929 -0.57286
C 4.67263 -3.64778 -1.52257
H 3.25346 -5.81495 -2.10312
H 2.00720 -5.30404 -0.90978
H 4.33779 -5.15032 -0.03386
H 3.42444 -3.62995 0.13373
H 5.41296 -4.25754 -2.04046
H 4.97221 -2.67246 -1.13904
O -4.30554 7.37520 -4.27302
C -4.36688 7.06047 -3.07587
O -4.32938 5.78711 -2.71117
C -4.39083 5.60412 -1.29213
C -4.71014 6.98632 -0.85979
C -4.25082 7.89341 -1.90236
H -3.46830 5.26012 -0.82446
H -5.18534 4.92345 -0.98632
H -4.14843 7.13449 0.06251
H -5.74966 7.10631 -0.55468
H -3.23767 8.28978 -1.96961
H -4.85844 8.78742 -2.04251
O 0.04100 -6.59011 -2.01527
C -0.16795 -7.38831 -2.94299
O 0.70888 -7.76634 -3.89463
C 0.23227 -8.96782 -4.66566
C -1.03526 -9.35416 -3.95179
C -1.50079 -8.14567 -3.08227
H 0.96446 -9.77526 -4.65875
H 0.12447 -8.69758 -5.71611
H -0.86046 -10.24405 -3.34710
H -1.90546 -9.37528 -4.60785
H -2.08112 -8.36111 -2.18511
H -2.00247 -7.35957 -3.64659
O -4.35665 -4.77039 6.94786
C -3.85798 -4.00818 6.11511
O -2.63813 -4.02756 5.73215
C -2.24687 -3.02844 4.94162
C -3.58069 -2.28808 4.53576
C -4.60392 -3.05050 5.27935
H -1.84876 -3.48126 4.03357
H -1.50155 -2.45556 5.49336
H -3.72685 -2.42928 3.46488
H -3.54953 -1.21412 4.71942
H -5.28872 -3.64627 4.67586
H -5.30947 -2.53823 5.93348
O -3.83104 2.91030 -0.17582
C -3.56785 2.32325 0.81279
O -3.00322 2.99977 1.87469
C -3.09582 2.25463 3.07442
C -3.55492 0.78655 2.71575
C -4.07757 0.98947 1.25314
H -3.77948 2.72674 3.77999
H -2.16622 2.19620 3.64057
H -4.34462 0.30223 3.29014
H -2.77648 0.05764 2.94120
H -5.16099 0.88041 1.20398
H -3.72034 0.27749 0.50912